[1]
31
Properties=species:S:1:pos:R:3:mulliken_charge:R:1 method="wB97M-V/def2-TZVPD" s_squared=2.01 orbital_gap_ha="0.198 / 0.281" total_charge=+1 e_homo_ev="-8.260 / -12.465" largest_force_ev_per_a=8.43 spin_multiplicity=3
C -1.230 1.968 1.247 -0.428
C -2.461 1.577 1.439 -0.336
C 1.844 2.412 -1.618 -0.996
C 2.064 1.226 -2.226 -0.320
C -2.957 0.133 1.526 -0.815
C -0.530 -0.378 2.146 -0.881
C -0.102 0.847 1.404 -0.061
C -1.171 -0.990 -0.050 0.677
C -0.534 -2.307 -0.281 -1.452
C 1.783 -0.070 -1.651 0.015
N 0.143 0.524 -0.053 -0.080
N -1.673 -0.788 1.373 -0.020
O -2.008 -0.598 -1.015 -0.531
O 1.442 -0.074 -0.167 -0.350
I -4.104 2.913 1.415 0.176
H -0.735 2.921 1.151 0.462
H 2.200 3.292 -2.167 0.315
H 1.572 2.630 -0.620 0.348
H 2.399 1.108 -3.273 0.395
H -3.563 -0.025 2.414 0.508
H -3.431 -0.099 0.520 0.455
H 0.509 -0.911 1.966 0.318
H -0.755 -0.125 3.199 0.502
H 0.777 1.260 1.874 0.654
H -1.151 -2.995 0.337 0.366
H 0.507 -2.323 -0.024 0.350
H -0.621 -2.634 -1.355 0.367
H 2.688 -0.597 -1.489 0.364
H 0.982 -0.547 -2.315 0.188
H -1.879 -1.733 1.581 0.356
H -1.574 0.011 -1.585 0.457

[2]
33
Properties=species:S:1:pos:R:3:mulliken_charge:R:1 method="wB97M-V/def2-TZVPD" orbital_gap_ha=0.338 e_homo_ev=-9.061 de_lowest_kcal_mol=136.20 largest_force_ev_per_a=9.04 spin_multiplicity=1
C -1.899 -1.137 1.265 -0.027
C -0.925 -1.035 0.046 0.012
C -2.590 0.478 1.186 -0.871
C -1.785 1.394 2.057 -0.444
C -1.342 0.438 3.147 -0.657
C 1.474 -1.060 -0.352 0.015
C 2.628 -0.736 0.601 0.179
C 1.438 -0.251 -1.611 -0.563
C 0.877 1.118 -1.561 -0.232
C -0.303 1.510 -2.664 0.479
H -1.341 -1.645 3.245 0.276
H -2.749 -1.794 1.157 0.490
H -3.558 0.316 1.722 0.341
H -2.943 0.842 0.214 0.421
H -2.105 2.388 2.327 0.481
H -0.862 1.601 1.628 0.080
H -0.411 0.736 3.592 0.406
H -2.301 0.359 3.749 0.318
H 0.040 -0.913 1.551 0.543
H 1.807 -2.110 -0.413 0.231
H 2.590 -0.439 -1.928 0.423
H 0.990 -0.954 -2.319 0.403
H 1.597 1.949 -1.764 0.368
H 0.440 1.239 -0.468 -0.133
H -1.496 0.192 -1.662 0.451
H 4.637 -0.532 0.414 0.422
N -1.153 -0.895 2.511 -0.445
N 0.226 -0.923 0.386 0.041
O -1.472 -0.983 -1.108 -0.745
O 2.379 -0.025 1.649 -0.547
O -0.196 2.419 -3.499 -0.675
O -1.269 0.733 -2.540 -0.535
O 3.898 -1.247 -0.004 -0.508

[3]
31
Properties=species:S:1:pos:R:3:mulliken_charge:R:1 method="wB97M-V/def2-TZVPD" orbital_gap_ha=0.238 total_charge=+1 e_homo_ev=-11.805 de_lowest_kcal_mol=18.67 largest_force_ev_per_a=2.84 spin_multiplicity=1
N 3.978 2.416 3.138 -0.325
C 3.529 2.358 2.067 0.441
O 2.811 2.335 0.953 -0.395
C 1.460 2.392 1.320 0.289
C 0.840 1.181 1.629 -0.106
C -0.559 1.268 2.038 -0.490
C -1.118 2.517 2.084 -0.334
N -0.453 3.624 1.750 0.003
C 0.811 3.593 1.363 -0.136
H 1.380 0.235 1.562 0.483
H -1.115 0.370 2.295 0.377
H -2.145 2.663 2.417 0.416
H -0.889 4.541 1.790 0.293
H 1.364 4.495 1.092 0.446
C -0.303 -3.112 -2.661 -1.424
C -0.183 -1.602 -2.483 0.230
C 0.162 -1.175 -1.047 -0.604
O -0.906 -1.239 -0.121 -0.308
C -1.168 -2.543 0.386 -0.774
N -1.419 -0.970 -2.957 -0.694
H -1.247 -3.503 -2.282 0.296
H -0.258 -3.371 -3.719 0.357
H 0.512 -3.635 -2.156 0.349
H 0.636 -1.265 -3.125 0.433
H 0.452 -0.118 -1.073 0.254
H 1.031 -1.729 -0.666 0.469
H -0.252 -3.129 0.499 0.366
H -1.876 -3.067 -0.256 0.239
H -1.635 -2.433 1.366 0.273
H -1.301 0.040 -2.945 0.265
H -2.138 -1.138 -2.257 0.310

[4]
34
Properties=species:S:1:pos:R:3:mulliken_charge:R:1 method="wB97M-V/def2-TZVPD" orbital_gap_ha=0.340 e_homo_ev=-8.668 de_lowest_kcal_mol=8.30 largest_force_ev_per_a=1.70 smiles="C[C@@H](O)[C@H](NC(=O)[C@@H](N)Cc1c[nH]cn1)C(=O)O" spin_multiplicity=1
C 1.518 -0.717 0.744 0.511
C 0.021 -0.493 0.535 0.210
C 2.058 -1.852 -0.161 -0.818
C 2.398 -1.405 -1.554 0.457
C 1.580 -1.141 -2.635 -0.529
C 3.707 -0.841 -3.172 -0.309
C -1.929 0.670 1.584 -0.548
C -3.113 -0.308 1.369 0.315
C -1.979 1.826 0.575 0.541
C -3.316 2.593 0.684 -1.443
H 1.596 -1.852 2.429 0.212
H 2.811 -0.723 2.357 0.303
H 2.004 0.247 0.442 0.348
H 1.341 -2.713 -0.232 0.311
H 2.972 -2.223 0.280 0.333
H 0.506 -1.103 -2.731 0.487
H 4.584 -0.603 -3.761 0.419
H 2.184 -0.515 -4.592 0.203
H 0.011 0.252 2.384 0.355
H -2.070 1.055 2.549 0.563
H -1.828 1.422 -0.427 0.223
H -0.802 3.420 0.327 0.362
H -4.177 1.949 0.412 0.348
H -3.323 3.408 0.003 0.460
H -3.442 2.947 1.714 0.331
H -2.163 -0.976 -0.164 0.421
N 1.799 -0.896 2.175 -0.768
N 3.716 -1.225 -1.910 -0.685
N 2.450 -0.771 -3.640 -0.029
N -0.604 0.030 1.606 -0.098
O -0.550 -0.730 -0.534 -0.820
O -4.061 -0.280 2.098 -0.574
O -0.872 2.661 0.928 -0.572
O -3.030 -1.114 0.319 -0.519

[5]
31
Properties=species:S:1:pos:R:3:mulliken_charge:R:1 method="wB97M-V/def2-TZVPD" orbital_gap_ha=0.342 e_homo_ev=-8.690 de_lowest_kcal_mol=0.00 largest_force_ev_per_a=4.10 smiles=Cc1nccn1[Si](C)(C)n1ccnc1C spin_multiplicity=1
C 3.405 -0.613 -0.384 -0.581
C -3.474 -0.555 0.418 -0.527
C 2.564 0.352 -0.767 -0.341
C -2.444 0.205 0.921 -0.526
C 1.574 -1.052 0.654 0.796
C -1.686 -1.045 -0.652 0.658
C 0.598 -1.724 1.561 -0.935
C -0.823 -1.717 -1.710 -0.701
C 0.000 2.139 -1.639 -1.178
C 0.227 2.139 1.651 -1.079
N 2.735 -1.531 0.366 -0.707
N -2.937 -1.356 -0.527 -0.734
N 1.395 0.146 -0.033 0.470
N -1.292 -0.049 0.190 0.484
Si 0.008 1.135 0.014 -0.106
H 4.469 -0.864 -0.582 0.415
H -4.497 -0.647 0.804 0.386
H 2.708 1.254 -1.333 0.379
H -2.587 0.954 1.694 0.340
H 0.328 -0.939 2.185 0.265
H -0.226 -2.119 0.884 0.079
H 0.975 -2.457 2.257 0.375
H -0.041 -0.874 -1.857 0.063
H -0.172 -2.545 -1.255 0.227
H -1.358 -2.053 -2.583 0.397
H -1.097 2.411 -1.929 0.315
H 0.567 3.031 -1.721 0.419
H 0.325 1.425 -2.359 0.389
H 0.541 1.334 2.249 0.301
H 0.982 2.898 1.569 0.371
H -0.766 2.720 1.913 0.288

[6]
27
Properties=species:S:1:pos:R:3:mulliken_charge:R:1 method="wB97M-V/def2-TZVPD" orbital_gap_ha=0.346 e_homo_ev=-8.557 de_lowest_kcal_mol=36.98 largest_force_ev_per_a=2.22 smiles=CCc1ccc(O)cc1.CC spin_multiplicity=1
C 2.438 -2.038 0.148 -1.074
C 2.093 -3.519 -0.053 -1.062
C 1.182 -1.216 0.054 0.590
C 0.720 -0.762 -1.183 -0.448
C 0.379 -1.093 1.185 -0.366
C -0.556 -0.237 -1.294 -0.031
C -0.830 -0.399 1.133 -0.940
C -1.295 -0.098 -0.120 0.153
O -2.588 0.349 -0.416 -0.521
H 2.918 -1.859 1.117 0.354
H 3.303 -1.761 -0.462 0.390
H 1.870 -3.719 -1.095 0.302
H 1.442 -0.790 -1.989 0.386
H 0.885 -1.426 2.084 0.340
H -0.927 0.254 -2.179 0.456
H -1.341 -0.223 2.065 0.491
H -3.210 -0.183 0.101 0.289
H 1.218 -3.744 0.557 0.330
H 2.894 -4.210 0.217 0.366
C -1.010 2.914 -0.602 -0.491
C -1.657 3.763 0.524 -1.019
H -1.848 2.410 -1.062 0.102
H -0.327 3.419 -1.262 0.491
H -0.343 2.247 -0.078 0.050
H -1.390 4.821 0.473 0.313
H -1.287 3.424 1.493 0.254
H -2.733 3.675 0.642 0.295

[7]
27
Properties=species:S:1:pos:R:3:mulliken_charge:R:1 method="wB97M-V/def2-TZVPD" orbital_gap_ha=0.341 e_homo_ev=-8.384 de_lowest_kcal_mol=14.02 largest_force_ev_per_a=0.31 smiles=Cc1ccc(O)cc1.CCC spin_multiplicity=1
C -1.047 -2.425 2.164 -1.396
C -0.896 -0.781 0.252 -0.334
C -1.157 -2.069 0.706 0.324
C -1.014 -0.444 -1.087 -0.395
C -1.545 -3.021 -0.234 -0.543
C -1.411 -1.400 -2.008 1.012
C -1.676 -2.693 -1.573 -0.693
O -1.523 -1.027 -3.317 -0.551
H -0.595 -0.026 0.969 0.366
H -0.801 0.557 -1.435 0.286
H -0.336 -1.773 2.670 0.361
H -0.704 -3.450 2.299 0.358
H -1.751 -4.037 0.078 0.348
H -1.984 -3.454 -2.281 0.256
H -1.782 -1.793 -3.850 0.282
H -2.004 -2.319 2.678 0.285
C 1.620 2.191 0.468 0.158
C 0.922 3.213 -0.423 -1.148
C 2.928 2.696 1.068 -1.361
H 0.948 1.899 1.280 0.139
H 1.814 1.290 -0.121 0.281
H 0.004 2.793 -0.838 0.278
H 2.740 3.566 1.702 0.336
H 3.391 1.920 1.678 0.346
H 3.648 2.983 0.299 0.351
H 0.664 4.116 0.128 0.354
H 1.548 3.485 -1.273 0.299

[8]
27
Properties=species:S:1:pos:R:3:mulliken_charge:R:1 method="wB97M-V/def2-TZVPD" orbital_gap_ha=0.389 e_homo_ev=-9.773 de_lowest_kcal_mol=48.91 largest_force_ev_per_a=5.82 smiles=O[C@H]1[C@@H]2C[C@H]3C[C@@H](C2)C[C@@H]1C3 spin_multiplicity=1
C 0.545 0.195 -1.483 -0.798
C 1.365 0.506 -0.276 0.339
C 1.457 -0.753 0.665 -1.381
C 0.070 -1.362 0.949 0.407
C -0.687 -0.209 1.691 -1.810
C -0.780 1.057 0.917 0.688
C 0.614 1.562 0.488 -1.334
C -1.505 0.793 -0.356 -1.323
C -0.889 -0.159 -1.212 0.190
C -0.765 -1.484 -0.320 -1.517
H 1.757 -0.595 -2.824 0.358
H 0.644 1.034 -2.170 0.531
H 2.370 0.930 -0.541 0.305
H 1.870 -0.473 1.660 0.532
H 1.960 -1.573 0.195 0.429
H 0.081 -2.381 1.336 0.388
H -0.222 0.090 2.601 0.555
H -1.713 -0.480 2.000 0.473
H -1.287 1.900 1.452 0.384
H 0.359 2.609 -0.037 0.421
H 1.065 2.055 1.410 0.376
H -1.483 1.654 -1.089 0.373
H -2.435 0.598 0.123 0.425
H -1.524 -0.462 -2.006 0.563
H -1.745 -1.876 0.042 0.500
H -0.174 -2.234 -0.901 0.484
O 1.052 -0.944 -2.314 -0.556

[9]
27
Properties=species:S:1:pos:R:3:mulliken_charge:R:1 method="wB97M-V/def2-TZVPD" orbital_gap_ha=0.347 e_homo_ev=-8.503 de_lowest_kcal_mol=49.13 largest_force_ev_per_a=3.23 smiles=CCc1ccc(O)cc1.CC spin_multiplicity=1
C 0.469 1.903 2.490 -1.025
C 1.303 3.193 2.277 -0.991
C 0.522 1.181 1.147 0.608
C -0.561 1.329 0.290 -0.370
C 1.592 0.291 0.834 -0.399
C -0.687 0.622 -0.895 -0.429
C 1.417 -0.495 -0.279 -0.790
C 0.361 -0.262 -1.183 0.375
O 0.473 -0.694 -2.469 -0.526
H 0.699 1.373 3.391 0.439
H -0.590 2.068 2.753 0.352
H 0.748 3.852 1.606 0.293
H -1.348 2.033 0.581 0.297
H 2.360 0.296 1.606 0.378
H -1.452 0.613 -1.654 0.450
H 2.336 -0.938 -0.674 0.311
H 0.044 -1.521 -2.741 0.399
H 2.310 3.003 1.976 0.342
H 1.227 3.711 3.225 0.349
C -2.503 -2.981 -0.509 -1.015
C -1.562 -3.261 -1.621 -0.058
H -3.343 -2.435 -0.891 0.285
H -2.912 -3.836 0.038 0.321
H -2.128 -2.254 0.225 0.269
H -1.243 -2.205 -1.887 -0.474
H -2.026 -3.903 -2.415 0.318
H -0.600 -3.716 -1.286 0.290

[10]
27
Properties=species:S:1:pos:R:3:mulliken_charge:R:1 method="wB97M-V/def2-TZVPD" orbital_gap_ha=0.335 e_homo_ev=-8.265 de_lowest_kcal_mol=64.66 largest_force_ev_per_a=4.51 smiles=CCc1ccc(O)cc1.CC spin_multiplicity=1
C 0.383 1.017 3.116 -0.825
C -0.090 2.309 2.572 -0.653
H -0.325 0.221 3.172 0.258
H 1.279 0.760 2.574 0.236
H 0.661 1.038 4.175 0.343
H -1.193 2.340 2.083 0.158
H -0.063 3.180 3.215 0.325
H 0.668 2.577 1.692 0.161
C -0.852 1.088 -1.594 -0.693
C -1.556 0.722 -2.902 -1.245
C -0.094 -0.166 -1.188 0.325
C -0.808 -0.914 -0.253 -0.270
C 1.101 -0.613 -1.633 -0.278
C -0.229 -1.979 0.395 -0.905
C 1.760 -1.719 -1.064 -0.509
C 0.996 -2.393 -0.073 0.560
O 1.767 -3.504 0.196 -0.513
H -0.133 1.922 -1.729 0.377
H -1.590 1.524 -0.903 0.241
H -2.216 -0.130 -2.774 0.359
H -1.860 -0.689 -0.009 0.316
H 1.782 -0.013 -2.285 0.281
H -0.661 -2.424 1.248 0.499
H 2.756 -2.019 -1.369 0.430
H 1.197 -4.233 0.406 0.298
H -0.851 0.414 -3.583 0.401
H -1.828 1.685 -3.487 0.326

[11]
27
Properties=species:S:1:pos:R:3:mulliken_charge:R:1 method="wB97M-V/def2-TZVPD" s_squared=2.01 orbital_gap_ha="0.219 / 0.293" e_homo_ev="-5.139 / -9.310" de_lowest_kcal_mol=33.25 largest_force_ev_per_a=9.12 spin_multiplicity=3
C 1.140 0.995 -0.084 0.000
C 1.735 1.070 1.201 -1.288
C 0.569 0.983 -1.154 0.934
C 2.310 -0.228 1.806 0.731
C 0.301 0.879 -2.580 -1.570
C 1.963 -0.488 3.229 -1.159
C -1.202 -0.528 0.828 -1.315
C -2.622 0.457 -1.033 -1.325
C -1.215 -1.617 -1.433 -1.547
C -1.533 -0.440 -0.484 1.023
O 2.851 -1.069 1.138 -0.542
H 2.403 1.924 1.263 0.485
H -0.714 0.865 -2.785 0.423
H 0.616 1.853 -3.028 0.375
H 1.009 0.218 -3.060 0.306
H 2.106 -1.622 3.430 0.268
H 2.594 0.157 3.698 0.466
H 0.894 -0.195 3.381 0.278
H -0.428 -1.288 1.042 0.385
H 0.955 1.465 1.831 0.369
H -1.383 0.291 1.407 0.532
H -3.302 0.006 -1.895 0.280
H -3.543 0.671 -0.351 0.383
H -2.229 1.470 -1.230 0.265
H -1.950 -2.335 -1.519 0.534
H -0.264 -2.136 -1.192 0.318
H -1.059 -1.357 -2.427 0.389

[12]
27
Properties=species:S:1:pos:R:3:mulliken_charge:R:1 method="wB97M-V/def2-TZVPD" s_squared=0.77 orbital_gap_ha="0.371 / 0.240" total_charge=+1 e_homo_ev="-13.840 / -13.839" de_lowest_kcal_mol=18.40 largest_force_ev_per_a=1.74 spin_multiplicity=2
C -0.170 2.020 -2.555 -0.271
C -0.930 2.406 -1.315 -0.579
C -0.564 0.629 -3.059 -0.996
H -0.233 2.733 -3.375 0.342
H 0.902 2.101 -2.362 0.330
H -0.531 1.990 -0.381 -0.130
H -1.611 0.460 -2.844 0.303
H -1.938 2.047 -1.133 0.414
H -0.975 3.470 -1.117 0.393
H -0.327 0.443 -4.103 0.340
H 0.050 -0.148 -2.569 0.164
C -1.800 -0.428 2.337 -1.325
C 1.223 -2.604 1.817 -0.565
C 1.998 -1.722 1.007 0.852
C 0.012 -2.178 2.265 -0.448
C -0.438 -0.864 1.931 0.693
C 1.673 -0.347 0.883 -0.654
C 0.373 -0.013 1.140 -0.462
O 2.940 -2.283 0.302 -0.377
H 1.500 -3.632 2.015 0.432
H -0.647 -2.852 2.793 0.406
H 2.278 0.268 0.234 0.337
H 3.478 -1.608 -0.150 0.361
H -1.680 0.144 3.266 0.342
H -2.429 -1.283 2.544 0.401
H 0.037 0.948 0.800 0.359
H -2.191 0.303 1.627 0.341